No. 1
This record from OMol25 describes C23H46CaClNO29S7 as an isolated structure at a distorted geometry. The level of theory is ωB97M-V/def2-TZVPD.

Computed properties:
Highest occupied orbital energy in eV: -7.0256

Geometry as XYZ:
```
108
C23H46CaClNO29S7 (ωB97M-V/def2-TZVPD)
Ca -0.7499 -0.2031 -1.9702
Cl -0.5023 0.3429 0.5656
C 2.4517 -0.2052 -2.4468
C 2.3551 -1.6947 -2.2010
C 2.9021 -2.0238 -0.8169
C 2.5841 -3.4663 -0.3236
C 1.0861 -3.7248 -0.3249
C 0.3999 -3.4369 -1.7425
N 0.9634 -2.1557 -2.3216
O 0.2676 -1.7203 -3.5320
C -1.1061 -3.2873 -1.4180
C 0.7602 -4.7271 -2.6146
C 3.3340 -2.4537 -3.1816
H 2.3193 -0.0329 -3.5149
H 3.4562 0.1590 -2.2311
H 1.6693 0.4464 -2.0576
H 2.4198 -1.4019 -0.0627
H 3.9852 -1.9083 -0.8578
H 2.9948 -3.5690 0.6809
H 3.0271 -4.2347 -0.9571
H 0.6469 -3.1379 0.4818
H 0.9132 -4.7297 0.0603
H -1.1728 -2.4596 -0.7120
H -1.6478 -4.1517 -1.0339
H -1.7098 -3.0286 -2.2879
H 0.5929 -4.5738 -3.6807
H -0.0312 -5.4124 -2.3108
H 1.7736 -5.1255 -2.5661
H 3.1825 -3.5306 -3.1082
H 4.4122 -2.4010 -3.0303
H 3.0079 -2.2599 -4.2034
C -2.1837 3.8760 0.8882
C -3.0806 2.7780 1.3916
O -3.8237 2.4218 0.3712
S -3.2000 2.8322 -1.0719
O -4.0302 3.8827 -1.6783
O -2.9394 1.5845 -1.7989
O -1.8451 3.4457 -0.4104
H -1.2919 3.9163 1.5138
H -2.6665 4.8526 0.8527
H -3.7304 3.1452 2.1860
H -2.5782 1.8974 1.7917
C 2.2485 -1.4772 3.0536
C 2.0587 -1.6370 4.5480
O 3.4224 -1.3264 5.0339
S 4.1816 -0.1252 4.1534
O 5.6897 -0.2882 4.1005
O 3.6884 1.2404 4.3480
O 3.5109 -0.8557 2.8399
H 1.4617 -1.0669 2.4206
H 2.4629 -2.4480 2.6068
H 1.9298 -2.6267 4.9860
H 1.4569 -0.8050 4.9137
C 0.2726 2.4563 5.2489
C -0.6225 2.2905 4.0072
O -1.6413 3.3201 4.2087
S -1.2999 4.4338 5.4050
O -2.4331 4.7983 6.2890
O -0.5145 5.4783 4.7301
O -0.3113 3.3966 6.1125
H 1.3016 2.7806 5.0936
H 0.1359 1.4701 5.6926
H -1.0821 1.3063 3.9161
H -0.0719 2.3094 3.0667
C 3.6497 1.7590 0.9918
C 4.5168 2.6450 0.1076
O 3.6983 3.7676 -0.2766
S 2.0555 3.5069 0.1170
O 1.4959 2.6058 -0.9223
O 1.3325 4.6787 0.5470
O 2.5450 2.5706 1.3908
H 4.1032 1.4310 1.9271
H 3.4249 0.8413 0.4483
H 4.7717 2.0657 -0.7798
H 5.3055 2.9956 0.7732
C 1.8457 3.5980 -5.3505
C 0.8158 3.0361 -6.2926
O -0.2642 2.4992 -5.5532
S -0.3326 3.2160 -4.0671
O -0.2314 2.2314 -2.9994
O -1.3651 4.2223 -4.0824
O 1.1110 4.0956 -4.2057
H 2.4066 4.3492 -5.9065
H 2.5852 2.8341 -5.1108
H 1.3788 2.3604 -6.9364
H 0.3827 3.8838 -6.8237
C -3.0523 -1.1583 3.0626
C -2.1550 -2.3243 2.5558
O -1.1307 -2.3290 3.4327
S -1.6241 -2.1083 4.9975
O -0.8012 -1.1268 5.6955
O -2.0177 -3.4094 5.6447
O -2.9895 -1.2799 4.5120
H -4.1184 -1.2808 2.8711
H -2.6789 -0.1866 2.7396
H -1.6785 -2.3064 1.5756
H -2.6535 -3.2739 2.7504
C -6.2423 -1.2899 -3.4065
C -5.6716 -2.5775 -4.0346
O -4.5406 -3.0387 -3.2461
S -4.3653 -2.0230 -1.8662
O -3.3769 -0.9609 -2.2204
O -4.0859 -2.7855 -0.6754
O -5.8956 -1.4441 -2.0516
H -7.3199 -1.3522 -3.5578
H -5.8384 -0.3684 -3.8258
H -5.5532 -2.4443 -5.1100
H -6.5028 -3.2748 -3.9304
```

Here are the Mulliken charges for atoms 1 to 6, given in e: number 1, Ca, carries 1.30; number 2, Cl, carries -0.42; number 3, C, carries -1.64; number 4, C, carries 1.78; number 5, C, carries -0.85; number 6, C, carries -1.30

No. 2
This record from OMol25 describes C23H46CdN3O6P3STe as an isolated structure at a distorted geometry. The level of theory is ωB97M-V/def2-TZVPD.

Computed properties:
Total charge: +2
Highest occupied orbital energy in eV: -12.2376

Geometry as XYZ:
```
84
C23H46CdN3O6P3STe (ωB97M-V/def2-TZVPD)
Cd 0.5503 0.1564 -0.7075
C -3.9323 0.5133 1.9889
C -4.2552 -0.7948 1.2922
C -5.0368 -0.6021 0.0060
O -2.9975 -1.5213 1.0765
P -2.0418 -1.4862 -0.1532
O -1.6422 -0.1399 -0.6710
C -0.6473 -2.4052 0.5987
P 0.0389 -1.3808 1.9556
O 0.3233 0.0082 1.4798
O 1.2584 -2.1496 2.5824
C 2.6638 -2.3342 2.2608
C 2.8642 -3.7255 1.6915
C 3.2261 -1.2407 1.3690
O -0.9762 -1.3688 3.1322
C -1.1724 -2.5125 4.0445
C -2.6562 -2.8027 4.1177
C -0.5648 -2.1488 5.3824
O -2.7634 -2.3965 -1.2049
C -2.5550 -2.5519 -2.6431
C -1.2076 -3.1957 -2.9022
C -2.7270 -1.2421 -3.3902
H -4.8503 0.9697 2.3565
H -3.4404 1.1970 1.2945
H -3.2652 0.3326 2.8317
H -4.8084 -1.4475 1.9671
H -4.4772 0.0400 -0.6783
H -5.9937 -0.1322 0.2261
H -5.2228 -1.5577 -0.4808
H 0.1342 -2.6369 -0.1320
H -1.0324 -3.3408 1.0063
H 3.1536 -2.2746 3.2331
H 2.4147 -3.8097 0.7028
H 2.4226 -4.4749 2.3473
H 3.9309 -3.9292 1.6037
H 2.8253 -1.3153 0.3564
H 4.3062 -1.3648 1.3052
H 3.0093 -0.2559 1.7827
H -0.6438 -3.3739 3.6307
H -3.1890 -1.9560 4.5529
H -2.8254 -3.6777 4.7436
H -3.0570 -2.9960 3.1237
H -1.0887 -1.2968 5.8161
H 0.4873 -1.8930 5.2629
H -0.6466 -2.9953 6.0630
H -3.3581 -3.2324 -2.9231
H -0.4088 -2.4867 -2.6707
H -1.1202 -3.4753 -3.9510
H -1.0840 -4.0921 -2.2931
H -1.8686 -0.5855 -3.2476
H -3.6283 -0.7265 -3.0576
H -2.8322 -1.4520 -4.4541
C 1.9660 6.3142 0.3764
N 0.6134 6.0074 -0.2838
C 0.8018 6.1054 -1.8072
N 1.8490 5.2554 -2.2345
C 3.1054 5.5960 -1.5750
N 2.9762 5.4583 -0.1275
C 2.8308 4.0717 0.3014
P 1.2798 3.2590 -0.3726
C 0.1109 4.6554 0.0979
C 1.5401 3.8337 -2.1381
H 1.8454 6.1888 1.4523
H 2.1956 7.3564 0.1536
H -0.0622 6.7138 0.0132
H 1.0372 7.1459 -2.0321
H -0.1449 5.8303 -2.2713
H 3.3738 6.6244 -1.8208
H 3.8949 4.9384 -1.9331
H 2.8240 4.0281 1.3921
H 3.6932 3.4987 -0.0429
H -0.0554 4.6248 1.1753
H -0.8473 4.4847 -0.3947
H 0.6545 3.6065 -2.7372
H 2.3712 3.2672 -2.5606
Te 1.6790 0.3507 -3.0947
C 2.1962 -1.6757 -3.3819
C 2.4105 -2.2919 -4.5740
C 2.7517 -3.6688 -4.4364
C 2.7903 -4.0823 -3.1479
S 2.4427 -2.7776 -2.0783
H 2.3172 -1.7805 -5.5217
H 2.9512 -4.3209 -5.2745
H 3.0153 -5.0569 -2.7456
```

Here are the Mulliken charges for atoms 1 to 6, given in e: number 1, Cd, carries 2.06; number 2, C, carries -1.18; number 3, C, carries 0.48; number 4, C, carries -1.32; number 5, O, carries -0.49; number 6, P, carries 1.30